(1)
Entry from the OMol25 dataset: a 13-piece molecular cluster, C40H105BN9O20 overall (the ωB97M-V functional and the def2-TZVPD basis).

```
! RIJCOSX wB97M-V def2-TZVPD def2/J DEFGRID3
* xyz -1 1
O 17.13700 6.81812 25.34435
C 17.20822 7.30957 24.20210
O 16.74994 6.82689 23.07150
B 17.09558 7.77407 21.95850
O 17.81579 8.88848 22.59716
C 17.89800 8.66363 23.91324
O 18.51472 9.29088 24.77946
O 15.88255 8.18689 21.22582
C 16.05731 8.03699 19.90086
O 15.37152 8.34600 18.93718
C 17.41443 7.30031 19.75351
O 17.99821 7.20103 20.96586
O 17.95820 6.91167 18.70669
C 21.84858 7.63540 21.71953
C 22.28059 9.07548 22.12381
C 21.17473 9.94402 22.73931
O 21.67865 11.29654 22.82281
C 20.73004 12.19975 23.28888
N 23.49068 9.06723 22.94749
H 22.63996 6.96354 21.38980
H 21.01214 7.58068 21.02024
H 21.37997 7.13259 22.56924
H 22.59878 9.58228 21.21093
H 20.82847 9.49876 23.67369
H 20.33006 10.05009 22.05519
H 20.16412 11.69590 24.07673
H 19.99310 12.41851 22.51253
H 21.12289 13.10896 23.74208
H 24.09782 9.54556 22.29331
H 23.28068 9.85376 23.55326
C 23.03186 12.07882 19.42497
C 23.33548 10.69773 18.79503
C 22.05646 10.04216 18.27804
O 22.20804 8.65655 18.01609
C 21.03776 7.87872 17.81227
N 24.43623 10.72012 17.80429
H 22.71180 12.81666 18.68507
H 23.87674 12.58918 19.88660
H 22.13787 12.03821 20.04731
H 23.74314 10.01080 19.54117
H 21.75491 10.62606 17.40518
H 21.34388 10.19857 19.09144
H 20.42937 8.23893 16.98024
H 20.42791 7.87056 18.71753
H 21.24519 6.83347 17.58818
H 25.16086 11.04128 18.43564
H 24.69313 9.76140 17.60620
C 12.65031 6.11344 15.79038
C 14.10348 6.58343 15.95104
C 15.04181 5.38228 15.91992
O 14.72727 4.42480 16.94258
C 15.18058 4.75689 18.20300
N 14.27003 7.53568 14.80461
H 12.39552 5.55967 14.88506
H 11.96558 6.95163 15.64730
H 12.32908 5.55396 16.66747
H 14.35397 7.04210 16.90827
H 16.11037 5.58078 16.03504
H 14.99229 4.77828 15.01203
H 14.71464 4.01564 18.85172
H 14.99220 5.76519 18.57897
H 16.27063 4.67184 18.19212
H 13.78338 7.09949 14.03249
H 15.21915 7.62836 14.46477
C 11.17530 3.10745 19.03106
C 10.81201 4.36820 19.89167
C 11.53941 5.62802 19.31940
O 11.56949 6.73076 20.25518
C 12.08207 7.90946 19.66578
N 9.32960 4.58887 19.70007
H 10.94904 3.29183 17.98184
H 10.66678 2.23830 19.44767
H 12.23977 2.89015 19.13512
H 11.07382 4.20112 20.93655
H 11.03115 6.00994 18.43205
H 12.55681 5.34992 19.03649
H 11.55922 8.71038 20.18935
H 11.79922 8.00656 18.61595
H 13.16329 7.97240 19.78720
H 9.22877 5.59560 19.74817
H 8.89576 4.26999 20.55749
C 16.04296 13.76979 19.96232
C 15.50041 13.14297 18.69408
C 16.11808 11.77481 18.55617
O 17.54834 11.80749 18.36455
C 18.09572 10.59483 17.92849
N 14.04119 12.96680 18.77141
H 17.12920 13.84864 19.94696
H 15.65080 13.34250 20.88398
H 15.67743 14.79725 20.03801
H 15.72761 13.72303 17.79712
H 15.57175 11.11665 17.87656
H 16.01151 11.22858 19.49768
H 17.83460 10.37486 16.89122
H 17.68032 9.77130 18.51343
H 19.17584 10.58586 18.06799
H 13.72186 13.91643 18.91257
H 13.71344 12.62312 17.87840
C 13.58692 12.11890 26.37090
C 14.39338 12.89363 25.34094
C 15.43655 12.06637 24.59101
O 16.19315 12.94161 23.76384
C 16.92525 12.11505 22.78780
N 13.45330 13.53745 24.43208
H 12.97678 12.76426 27.00238
H 14.37962 11.79121 27.04644
H 12.95773 11.38359 25.87035
H 14.94546 13.69187 25.84021
H 14.95368 11.27445 24.01219
H 16.04284 11.51541 25.31513
H 17.43955 11.29549 23.29048
H 17.67460 12.74467 22.31152
H 16.25174 11.65450 22.06461
H 13.90818 14.14574 23.76607
H 12.87419 12.87036 23.94109
C 20.19149 4.37606 21.65008
C 20.21502 3.68212 20.30053
C 21.05409 4.46812 19.25070
O 21.24606 3.58743 18.15102
C 22.28726 3.96933 17.25074
N 20.90928 2.41254 20.56167
H 19.69724 5.34249 21.52826
H 21.17536 4.61896 22.05200
H 19.63350 3.85333 22.42561
H 19.21442 3.40241 19.96618
H 22.01253 4.73743 19.69757
H 20.45246 5.34914 19.02088
H 23.22103 4.16698 17.77929
H 22.00098 4.84502 16.66499
H 22.45793 3.18608 16.51257
H 20.87351 1.88470 19.69814
H 20.43954 1.79922 21.21459
C 17.01532 3.75575 22.78764
C 15.68108 3.39152 23.49475
C 14.54696 3.17165 22.44614
O 14.31904 4.13121 21.46710
C 13.89243 5.41000 21.91148
N 15.87508 2.20533 24.32013
H 16.86988 4.45337 21.96302
H 17.52348 2.82003 22.55047
H 17.71831 4.27650 23.43977
H 15.41298 4.25531 24.10452
H 13.64293 2.78354 22.92311
H 14.81474 2.33595 21.79396
H 12.82475 5.29759 22.10506
H 14.04988 6.07607 21.06396
H 14.42592 5.79036 22.78270
H 16.59617 2.44535 24.99093
H 16.42736 1.54112 23.78957
C 11.46973 10.65182 29.83218
C 12.01114 9.48668 29.04471
C 13.42700 9.03540 29.56111
O 13.83882 7.81882 28.90836
C 14.36950 8.06511 27.62146
N 11.05057 8.40389 29.15506
H 11.42663 10.43516 30.89977
H 10.51677 10.87294 29.35264
H 12.11723 11.52606 29.74860
H 12.15139 9.73057 27.99088
H 13.30340 8.82905 30.62745
H 14.21459 9.78373 29.67317
H 14.97429 8.96647 27.50539
H 13.70308 8.02837 26.75654
H 15.08490 7.28492 27.35482
H 11.34320 7.56376 28.67142
H 11.02459 8.02425 30.09419
O 18.48124 7.05911 27.71992
H 18.09245 7.16984 26.84014
H 18.51827 6.10921 27.84155
O 13.46623 9.66906 16.73203
H 14.07483 9.75268 17.46972
H 13.77758 8.89633 16.24838
O 19.77035 9.41326 27.51833
H 19.28789 8.61645 27.76970
H 19.30975 9.73844 26.74381
*
```

Calculated values
energy above the lowest of the compared OMol25 structures with the same formula, charge and spin	0.0	kJ/mol
HOMO	-7.3982	eV
electronic energy	-98222.3153	eV

Atom charges from the Mulliken analysis, given in e for atoms 1 to 8: number 1, O, carries -0.82; number 2, C, carries 0.03; number 3, O, carries 0.48; number 4, B, carries 0.31; number 5, O, carries 0.44; number 6, C, carries -0.23; number 7, O, carries -0.38; number 8, O, carries -0.74



(2)
Entry from the OMol25 dataset: C40H106FFeO14 as an isolated structure (the ωB97M-V functional and the def2-TZVPD basis).

```
! RIJCOSX wB97M-V def2-TZVPD def2/J DEFGRID3
* xyz 0 6
Fe -3.40583 0.55750 1.75912
C -1.15395 -2.82905 3.22473
C -2.60837 -2.62463 2.69075
O -2.90944 -1.35907 2.31920
H -1.08530 -2.28120 4.16454
H -0.34676 -2.42912 2.61105
H -1.01944 -3.89301 3.41965
H -3.17196 -2.74848 3.61548
H -3.03067 -3.32263 1.96788
C 0.24011 -0.19753 -0.40797
C -0.33583 1.07708 0.30185
O -1.49301 0.96853 1.06242
H 0.25923 -1.05401 0.26595
H 1.24729 -0.19337 -0.82472
H -0.52484 -0.30465 -1.17705
H -0.37865 1.76830 -0.53987
H 0.44632 1.40621 0.98596
F -5.35457 0.59830 2.42609
C 2.38348 -5.72604 -2.00171
C 3.43654 -6.67741 -2.48905
C 3.28401 -8.07381 -1.89936
O 3.30476 -6.71136 -3.94970
H 2.59186 -4.73345 -2.40101
H 2.55746 -5.76449 -0.92637
H 1.40911 -6.13363 -2.27111
H 4.46253 -6.34576 -2.32946
H 4.01046 -8.72906 -2.38001
H 2.34991 -8.58130 -2.14021
H 3.35016 -8.13781 -0.81326
H 2.40034 -6.59739 -4.25075
C -5.32578 4.21023 0.87536
C -4.38239 3.22677 0.22256
C -3.28562 3.97450 -0.66777
O -3.70250 2.53814 1.33597
H -4.80218 4.83358 1.60020
H -6.13743 3.58941 1.25471
H -5.87493 4.86081 0.19471
H -4.87656 2.53917 -0.46381
H -2.57673 4.68143 -0.23668
H -3.79642 4.60999 -1.39118
H -2.75764 3.18808 -1.20711
H -3.24878 3.19765 1.86586
C 4.14873 2.83987 -0.15915
C 2.95647 3.78737 -0.32527
C 2.68154 4.90751 0.66190
O 3.06175 4.33634 -1.58807
H 4.23298 1.98157 -0.82574
H 4.13550 2.39078 0.83395
H 5.11280 3.33681 -0.26733
H 1.99571 3.28955 -0.45648
H 2.11743 5.76264 0.28957
H 3.64308 5.34800 0.92559
H 2.24951 4.56412 1.60186
H 3.46834 3.68507 -2.16438
C -0.57296 6.39027 -4.39553
C 0.18694 5.84486 -3.13047
C -0.65410 5.40009 -1.99074
O 1.08012 4.86388 -3.50452
H 0.10954 6.79776 -5.14135
H -1.35203 7.07847 -4.06760
H -1.02588 5.50084 -4.83358
H 0.85754 6.63718 -2.79788
H -1.33893 4.63655 -2.35968
H -1.30200 6.21970 -1.68002
H -0.04200 4.97993 -1.19267
H 1.57115 4.59740 -2.72383
C -3.52836 -6.49768 -0.34411
C -2.51697 -5.51983 -1.08022
C -1.25822 -5.34533 -0.24627
O -2.25622 -6.10922 -2.29543
H -3.92817 -5.93057 0.49650
H -3.13946 -7.41200 0.10410
H -4.36371 -6.70347 -1.01339
H -3.06389 -4.59729 -1.27491
H -1.50030 -5.12971 0.79440
H -0.65346 -4.61453 -0.78322
H -0.63868 -6.22467 -0.07008
H -1.52942 -5.65421 -2.72709
C 5.86374 -2.86775 2.44831
C 5.04032 -3.95201 1.84180
C 3.74678 -3.51128 1.24108
O 5.90793 -4.56907 0.93381
H 6.09269 -2.10214 1.70702
H 6.77478 -3.27404 2.88764
H 5.19811 -2.33622 3.12840
H 4.78102 -4.71639 2.57434
H 3.61020 -2.43033 1.27281
H 2.81744 -3.98128 1.56284
H 3.72201 -3.71182 0.16997
H 6.16197 -5.46197 1.17837
C -0.74209 5.62929 2.54553
C -1.18190 4.28839 3.16757
C -0.99537 4.06318 4.65882
O -2.60690 4.29199 2.98940
H -0.88183 5.54180 1.46806
H 0.32817 5.71367 2.73400
H -1.36666 6.47007 2.84738
H -0.76944 3.43900 2.62304
H -0.97426 5.06947 5.07719
H -0.08138 3.51081 4.87700
H -1.77098 3.43858 5.10201
H -2.95842 4.79074 3.73053
C 0.66766 -2.45434 -4.13231
C -0.59056 -3.32769 -3.70817
C -1.68578 -3.49167 -4.71927
O -0.12380 -4.70752 -3.44858
H 0.44206 -1.39129 -4.04781
H 0.93082 -2.74378 -5.14968
H 1.60015 -2.66778 -3.60979
H -0.99184 -2.86967 -2.80414
H -2.63585 -3.88354 -4.35606
H -1.39729 -4.19839 -5.49735
H -1.74786 -2.45802 -5.05961
H 0.13083 -5.03726 -4.31347
C -4.75503 -2.08667 -1.24281
C -3.78743 -0.95091 -1.01866
C -3.48609 -0.05664 -2.24907
O -4.28101 0.02613 -0.04317
H -4.56418 -2.80983 -2.03572
H -5.76905 -1.68889 -1.20258
H -4.84100 -2.76393 -0.39308
H -2.98768 -1.56929 -0.61111
H -3.21751 -0.72167 -3.06986
H -2.64872 0.62683 -2.10844
H -4.43710 0.39896 -2.52494
H -5.19097 0.13163 -0.33028
C 2.96605 1.27407 -4.72195
C 4.36439 1.59205 -4.18374
C 5.57696 1.40226 -5.12608
O 4.32715 2.96187 -3.85086
H 2.83529 1.82834 -5.65136
H 2.19406 1.62430 -4.03677
H 2.82105 0.20849 -4.89978
H 4.52025 1.17464 -3.18897
H 6.43919 1.92862 -4.71668
H 5.42006 1.98616 -6.03302
H 5.67805 0.31828 -5.17984
H 4.12114 3.46735 -4.64058
C -2.03308 0.49853 5.87191
C -3.30299 0.85446 5.02868
C -4.24489 1.86425 5.72327
O -2.82754 1.27205 3.71967
H -1.53066 -0.30327 5.33080
H -2.18564 0.27798 6.92840
H -1.22878 1.22074 5.73178
H -3.98459 0.02876 4.82437
H -4.37347 1.74624 6.79921
H -5.22902 1.71195 5.28012
H -4.01898 2.89846 5.46349
H -2.11461 1.87606 3.93986
C 2.47649 -0.24232 2.85142
C 1.94912 0.88284 3.87479
C 2.63925 2.29050 3.74949
O 0.58175 1.02840 3.75946
H 1.77804 -1.07286 2.74905
H 3.51197 -0.49710 3.07718
H 2.56415 0.13316 1.83190
H 2.07494 0.50122 4.88803
H 3.71420 2.23829 3.92230
H 2.15878 2.88444 4.52697
H 2.57387 2.75952 2.76773
H 0.34695 0.92834 2.83401
*
```

Calculated values
HOMO (spin up / spin down)	-8.1702 / -7.6838	eV
electronic energy	-108963.8100	eV

Atom charges from the Mulliken analysis, given in e for atoms 1 to 8: number 1, Fe, carries 0.97; number 2, C, carries -0.78; number 3, C, carries -0.56; number 4, O, carries -0.85; number 5, H, carries 0.29; number 6, H, carries -0.18; number 7, H, carries 0.48; number 8, H, carries 0.30